The following is a DFT calculation (ωB97M-V with the def2-TZVPD basis set) of 13 unconnected molecules or ions with the total composition C75H119F15N14O15PS5 in a non-equilibrium geometry.

## Properties
- 2S+1: 1
- Charge: +5
- Energy: -235465.775 eV
- Lowest unoccupied orbital energy: -0.3374 hartree
- F_max: 3.7 eV Å⁻¹
- E_HOMO: -15.67 eV

Geometry as XYZ:
```
244
Properties=species:S:1:pos:R:3:forces:R:3
C 8.920 -1.328 10.233 -1.1 1.0 -0.8
C 8.589 -2.689 9.726 0.0 -0.4 0.6
N 7.261 -2.767 9.073 -1.0 -0.3 0.0
C 6.593 -1.830 8.282 -1.4 -2.5 0.8
C 5.430 -2.431 7.883 0.1 -0.6 -0.5
N 5.423 -3.762 8.339 1.6 2.3 0.3
C 6.505 -3.876 9.117 0.7 0.0 -0.9
C 4.564 -4.837 7.924 -0.3 -0.3 0.6
H 8.206 -1.000 10.951 -0.9 0.1 0.7
H 8.864 -0.581 9.440 0.4 0.0 -0.1
H 9.836 -1.251 10.756 1.2 -0.3 0.1
H 8.580 -3.372 10.580 -0.2 -0.1 -0.3
H 9.333 -3.050 9.038 0.2 -0.1 -0.5
H 6.863 -0.840 8.151 0.8 1.5 -0.2
H 4.622 -2.070 7.255 0.3 0.0 0.1
H 6.853 -4.788 9.566 -0.1 -0.2 0.2
H 4.270 -4.804 6.900 0.0 0.5 -0.7
H 3.693 -4.870 8.535 -0.8 0.1 0.4
H 5.074 -5.758 8.070 0.5 -0.8 0.1
C -2.259 6.662 4.071 0.1 1.5 -0.8
C -2.346 7.532 2.730 0.8 -1.8 1.0
N -1.547 8.768 2.732 0.5 1.1 1.0
C -0.796 9.354 1.691 -1.4 -0.4 0.7
C -0.273 10.497 2.221 0.9 -0.3 -0.7
N -0.588 10.543 3.556 -0.8 -0.1 -0.8
C -1.346 9.505 3.834 -1.9 -0.9 1.5
C -0.112 11.654 4.343 0.0 0.1 1.1
H -3.024 6.956 4.811 0.3 0.1 -0.4
H -1.268 6.832 4.530 -0.4 -0.7 -0.2
H -2.479 5.632 3.772 0.5 0.2 0.2
H -3.406 7.634 2.555 -0.1 0.8 -0.5
H -1.873 6.957 1.944 -0.3 -0.4 -0.2
H -0.877 8.871 0.721 0.5 0.4 0.1
H 0.418 11.264 1.862 -0.5 -0.6 -0.3
H -1.880 9.292 4.816 1.1 0.4 -1.5
H -0.766 12.548 4.372 0.3 -0.6 -0.4
H 0.836 11.785 3.874 0.7 1.2 0.1
H 0.099 11.349 5.365 -0.2 -0.1 0.0
C -2.215 -4.299 -0.643 -0.2 -1.0 1.9
C -2.848 -4.174 -2.013 0.0 -2.1 0.1
N -4.314 -3.967 -2.059 -0.1 1.8 0.4
C -5.270 -4.632 -1.374 -2.3 -0.2 0.9
C -6.481 -3.936 -1.544 1.5 -1.1 -0.2
N -6.206 -2.861 -2.367 0.3 0.2 -0.2
C -4.888 -2.891 -2.622 -0.7 -0.6 0.4
C -7.168 -1.812 -2.910 -0.2 -1.7 1.2
H -2.308 -3.337 -0.161 -0.2 0.3 0.4
H -1.132 -4.483 -0.647 -0.3 0.1 -0.8
H -2.576 -5.103 0.076 -0.1 0.9 -1.1
H -2.730 -5.109 -2.598 0.6 0.8 0.0
H -2.363 -3.300 -2.375 0.1 0.4 -1.3
H -5.075 -5.525 -0.758 -0.1 0.7 -0.6
H -7.476 -4.220 -1.225 0.2 0.2 -0.1
H -4.345 -2.161 -3.150 0.3 0.8 -0.6
H -7.564 -1.235 -2.081 0.2 0.0 0.2
H -8.000 -2.290 -3.441 0.4 -0.1 0.1
H -6.630 -1.174 -3.546 0.8 0.8 -0.8
C 10.268 1.038 2.954 0.8 0.0 -1.5
C 10.776 2.201 2.040 1.4 -1.3 1.7
N 9.731 3.110 1.723 -1.5 1.3 -1.1
C 9.869 4.283 1.000 1.7 0.6 -0.3
C 8.704 4.952 1.050 -0.3 0.4 -1.2
N 7.823 4.163 1.685 -0.9 -2.6 1.2
C 8.446 3.020 2.061 0.1 1.8 -0.3
C 6.421 4.398 2.039 -1.0 0.6 -1.4
H 11.130 0.446 3.278 -0.1 0.2 -0.1
H 9.623 0.356 2.390 -0.2 0.2 0.4
H 9.794 1.441 3.839 -0.3 0.0 0.1
H 11.332 1.950 1.139 -0.4 -0.6 -0.1
H 11.536 2.708 2.649 -0.3 0.4 -0.1
H 10.796 4.593 0.492 -0.6 -0.4 0.6
H 8.337 5.803 0.508 0.4 0.4 0.2
H 7.939 2.235 2.540 -0.5 -0.9 0.7
H 5.679 4.300 1.202 1.2 0.2 0.3
H 6.333 5.391 2.440 0.0 0.4 0.2
H 6.065 3.691 2.746 0.2 -0.7 0.8
C 1.307 0.256 -0.141 -0.6 0.6 -0.5
C 2.372 0.836 -1.093 -0.4 0.0 -0.5
N 3.639 0.096 -1.141 -0.2 0.8 0.4
C 4.914 0.650 -1.288 -1.0 -0.5 -0.9
C 5.776 -0.341 -1.003 -0.6 0.6 1.2
N 5.025 -1.382 -0.499 1.2 -0.1 -1.1
C 3.751 -1.120 -0.669 0.1 -0.5 0.4
C 5.586 -2.543 0.117 -1.2 -1.6 1.4
H 1.589 0.070 0.897 0.6 0.1 -0.2
H 0.899 -0.654 -0.548 -0.3 -0.5 -0.1
H 0.478 0.993 -0.069 0.5 -0.3 -0.3
H 2.684 1.768 -0.666 -0.2 0.9 -0.2
H 2.031 0.935 -2.162 0.1 0.1 1.2
H 5.083 1.607 -1.742 -0.1 0.2 0.1
H 6.825 -0.246 -0.902 0.7 -0.4 -0.1
H 2.968 -1.829 -0.469 -0.2 0.1 0.2
H 5.388 -2.466 1.207 -0.2 -0.2 -0.6
H 6.654 -2.475 0.082 0.6 -0.4 -0.6
H 5.106 -3.494 -0.282 1.0 1.3 0.3
C -4.773 -2.901 2.310 0.6 0.0 -1.0
C -5.016 -2.703 3.782 -0.8 -1.3 -1.5
C -6.406 -2.232 4.011 -1.7 0.9 2.3
C -6.825 -0.845 3.425 -0.2 -0.7 2.6
P -8.602 -0.311 3.601 1.5 -0.3 -0.5
C -9.279 -0.816 2.046 -1.1 -0.7 0.2
C -9.104 -2.331 1.738 -0.7 0.6 0.6
C -9.788 -2.768 0.436 -0.1 -0.5 0.7
C -11.285 -2.718 0.601 -0.1 -0.7 0.9
C -9.483 -1.029 5.035 1.6 0.4 -0.3
C -10.913 -0.575 5.246 -1.1 -0.9 -1.5
C -11.527 -1.045 6.567 0.2 1.4 1.2
C -12.023 -2.486 6.664 1.6 -0.5 1.7
C -8.541 1.489 3.633 -1.9 0.2 0.0
C -7.812 2.160 2.485 0.0 1.4 -0.1
C -7.143 3.455 3.072 1.0 -0.6 -0.1
C -6.435 4.149 1.896 -0.9 1.2 1.3
H -4.682 -1.889 1.882 -0.2 -0.4 -0.3
H -5.617 -3.439 1.839 0.4 0.2 0.0
H -3.818 -3.402 2.035 -0.7 0.1 0.4
H -4.315 -2.028 4.095 1.8 1.8 1.2
H -4.907 -3.597 4.368 0.2 -0.6 0.2
H -6.473 -2.039 5.103 -0.3 -0.6 -0.3
H -7.089 -3.071 3.786 0.0 0.6 -0.1
H -6.545 -0.905 2.426 0.1 0.8 -2.1
H -6.236 -0.088 3.979 -0.1 -0.2 -0.5
H -8.928 -0.115 1.299 0.4 -0.1 -0.4
H -10.330 -0.593 2.171 -0.6 0.0 -0.3
H -9.441 -2.925 2.656 0.1 0.6 -1.4
H -8.075 -2.527 1.645 1.5 -0.3 0.0
H -9.455 -3.804 0.223 -0.4 0.3 0.2
H -9.497 -2.212 -0.454 0.3 0.5 0.2
H -11.597 -3.437 1.371 0.0 0.2 -0.2
H -11.776 -2.969 -0.285 -0.7 -0.8 -1.5
H -11.748 -1.775 0.828 0.3 0.8 0.4
H -8.862 -0.668 5.860 0.1 -0.2 0.3
H -9.279 -2.107 4.915 -0.5 0.2 0.4
H -11.485 -1.003 4.395 -0.1 0.2 0.4
H -11.036 0.502 5.115 0.3 0.0 0.3
H -12.378 -0.337 6.830 1.1 -0.8 -0.3
H -10.692 -0.859 7.334 -1.4 -0.3 -0.6
H -11.132 -3.164 6.804 -0.9 0.4 -0.7
H -12.673 -2.822 5.866 -0.1 0.0 -0.1
H -12.512 -2.607 7.658 -0.1 0.1 -0.8
H -7.981 1.784 4.506 -0.1 -0.2 0.8
H -9.599 1.890 3.718 1.2 -0.5 0.1
H -8.482 2.500 1.626 0.8 -0.8 1.1
H -7.018 1.500 2.120 -0.1 0.3 -0.3
H -6.457 3.234 3.922 -0.1 -0.4 -0.7
H -7.858 4.100 3.584 -0.4 0.1 -0.5
H -7.297 4.495 1.324 0.5 0.5 -0.6
H -5.864 3.477 1.315 0.6 -0.9 -0.6
H -5.753 4.980 2.168 -0.7 -0.3 0.0
C 1.647 -3.240 -5.378 -1.2 0.0 -2.0
N 2.453 -4.227 -6.121 1.2 -2.0 -0.4
C 2.012 -4.966 -7.207 -0.7 1.1 1.1
C 2.727 -6.021 -7.738 -0.7 1.7 0.3
C 3.988 -6.255 -7.237 0.5 -1.5 -0.4
C 4.459 -5.522 -6.168 -0.1 0.4 -0.6
C 3.692 -4.480 -5.654 -0.3 -0.5 0.3
C 4.767 -7.362 -7.923 0.8 0.0 1.9
C 4.691 -7.533 -9.277 -0.7 0.5 -2.7
C 5.505 -8.460 -9.975 -0.2 0.1 2.1
N 6.332 -9.258 -9.231 -0.4 1.0 -0.1
C 6.389 -9.147 -7.869 -0.4 0.0 -0.5
C 5.630 -8.230 -7.200 -0.7 0.1 0.5
C 7.317 -10.149 -9.879 -0.3 0.7 -0.2
H 0.669 -3.602 -5.103 -0.3 -0.6 -0.4
H 1.576 -2.408 -6.052 -0.2 0.7 -0.1
H 2.057 -2.977 -4.460 1.4 0.3 1.3
H 1.050 -4.618 -7.582 0.1 -0.4 0.0
H 2.343 -6.562 -8.580 -0.3 -0.1 -0.1
H 5.455 -5.707 -5.822 0.3 0.1 0.4
H 4.001 -3.901 -4.798 0.1 0.2 0.1
H 3.960 -6.883 -9.877 1.5 -1.1 0.8
H 5.493 -8.544 -11.061 0.1 -0.2 0.3
H 7.024 -9.820 -7.295 0.0 0.0 -0.6
H 5.653 -8.332 -6.094 0.0 0.6 -0.9
H 8.164 -9.511 -10.094 0.4 -0.1 -0.3
H 6.884 -10.539 -10.797 0.2 -0.3 0.2
H 7.600 -10.882 -9.147 0.1 -0.6 -0.1
C -4.643 4.365 -2.901 -0.3 0.6 -0.5
N -3.341 4.338 -3.544 0.3 -0.9 1.0
C -2.262 3.928 -2.828 -1.8 0.7 0.6
C -1.052 4.026 -3.414 2.4 -1.7 0.8
C -0.814 4.395 -4.694 -3.0 1.2 -0.7
C -1.971 4.819 -5.370 -0.6 0.7 -0.7
C -3.247 4.731 -4.806 1.9 0.3 -0.2
C 0.465 4.334 -5.364 0.4 -0.2 -0.7
C 1.002 5.485 -5.997 -1.2 0.1 0.2
C 2.093 5.339 -6.763 2.0 -1.6 -1.5
N 2.645 4.063 -7.018 -0.9 2.2 0.7
C 2.108 3.019 -6.416 0.4 -0.8 -0.2
C 1.031 3.076 -5.544 0.2 1.8 0.2
C 3.834 3.979 -7.945 -1.3 -1.0 0.7
H -5.256 5.091 -3.423 0.0 0.3 0.3
H -4.498 4.554 -1.868 -0.1 0.5 0.8
H -5.115 3.427 -2.967 -0.4 -1.3 -0.2
H -2.433 3.610 -1.782 0.2 0.2 -0.9
H -0.183 3.681 -2.897 0.1 -0.1 0.9
H -1.906 5.347 -6.311 0.0 -0.4 -0.4
H -4.172 5.012 -5.283 0.1 0.2 -0.2
H 0.480 6.462 -5.985 0.5 -0.7 0.4
H 2.616 6.125 -7.293 -0.3 0.1 0.1
H 2.547 2.084 -6.692 0.2 -0.6 0.0
H 0.674 2.224 -4.983 0.1 -0.2 -0.4
H 4.192 2.935 -7.996 -0.4 0.6 -0.1
H 4.574 4.591 -7.507 1.0 0.6 0.4
H 3.506 4.406 -8.875 0.1 -0.1 -0.6
C 5.387 0.919 -5.530 -0.4 0.9 -1.3
F 5.211 2.205 -6.032 0.0 -0.5 0.9
F 6.279 0.390 -6.368 -0.2 -0.5 0.4
F 5.921 1.001 -4.322 -0.1 0.0 0.1
S 3.695 0.088 -5.569 1.9 -0.7 -0.4
O 3.010 0.778 -4.469 0.1 -0.8 -1.1
O 3.274 0.429 -6.943 -0.1 -0.5 1.4
O 4.063 -1.328 -5.392 -1.0 1.5 0.1
C 6.304 -0.997 4.087 1.0 2.6 -1.8
F 7.236 -1.011 3.041 0.0 -0.3 1.2
F 5.970 -2.236 4.277 -0.6 -0.9 0.5
F 6.907 -0.501 5.208 -0.2 -0.7 -0.8
S 5.000 0.236 3.444 1.1 -1.0 2.1
O 5.886 1.360 3.015 -1.7 -1.5 0.0
O 4.342 -0.616 2.448 0.5 1.6 0.2
O 4.281 0.463 4.703 0.2 0.2 -1.7
C 2.803 -6.053 -1.451 1.1 -0.7 0.0
F 3.724 -6.016 -0.459 -0.7 -0.4 -0.1
F 3.399 -6.771 -2.441 -0.4 0.8 -0.1
F 1.714 -6.740 -1.113 0.4 0.4 0.4
S 2.405 -4.288 -1.797 -2.5 1.3 -2.4
O 1.193 -4.293 -2.670 1.6 -0.7 1.2
O 2.148 -3.773 -0.479 0.2 -0.1 0.6
O 3.534 -3.672 -2.486 0.3 -0.8 0.3
C 1.243 5.613 -0.148 0.0 -1.2 0.2
F 1.199 6.897 0.174 0.1 0.2 0.3
F 1.568 5.535 -1.452 0.0 0.0 0.1
F 2.267 5.026 0.549 -1.0 0.4 -0.5
S -0.478 4.803 0.077 -0.4 -0.3 0.1
O -1.303 5.792 -0.624 0.4 -0.5 -0.1
O -0.340 3.505 -0.630 0.0 1.6 1.2
O -0.789 4.769 1.506 0.9 -0.2 -1.1
C -2.813 0.185 -1.460 1.8 -0.8 0.2
F -2.594 -1.151 -1.637 -0.6 0.3 -0.1
F -2.352 0.458 -0.236 0.2 0.2 -0.4
F -2.073 0.783 -2.404 0.3 0.3 0.3
S -4.487 0.753 -1.589 -2.1 0.8 -2.7
O -5.213 -0.133 -0.711 -0.2 -0.2 0.1
O -4.331 2.134 -1.140 -0.2 -0.8 -0.2
O -4.833 0.614 -3.057 0.8 0.1 3.0
```
Positions in Å, forces in eV/Å.